1.
The following is a DFT calculation (ωB97M-V/def2-TZVPD) of a cluster of 7 separate species, C12H39BF4N3O6 in total.

XYZ file:
```
65
Properties=species:S:1:pos:R:3:nbo_charge:R:1
B -1.286 -1.263 -0.599 1.324
F -1.537 -1.894 0.590 -0.558
F -1.359 0.128 -0.418 -0.577
F -0.060 -1.477 -1.228 -0.572
F -2.282 -1.744 -1.422 -0.573
C -2.296 2.414 -3.020 -0.614
C -2.463 1.059 -3.669 -0.078
C -1.219 0.348 -4.141 -0.066
O -0.824 0.765 -5.426 -0.570
C 0.444 0.554 -6.001 -0.235
N -3.250 0.227 -2.780 -0.844
H -1.517 2.981 -3.530 0.199
H -1.927 2.289 -2.002 0.220
H -3.152 3.088 -3.018 0.214
H -3.109 1.279 -4.518 0.180
H -1.426 -0.721 -4.084 0.154
H -0.439 0.465 -3.389 0.172
H 0.514 0.929 -7.022 0.185
H 0.408 -0.534 -6.056 0.168
H 1.191 0.965 -5.321 0.170
H -3.171 -0.702 -3.169 0.359
H -2.783 0.145 -1.888 0.380
C 2.829 2.561 -0.901 -0.624
C 1.397 2.274 -0.353 -0.074
C 1.340 1.413 0.964 -0.099
O 1.967 1.962 2.090 -0.554
C 3.337 1.496 2.288 -0.256
N 0.812 3.564 0.016 -0.821
H 2.759 2.912 -1.931 0.215
H 3.309 1.598 -1.075 0.202
H 3.487 3.180 -0.291 0.196
H 0.898 1.842 -1.220 0.211
H 1.592 0.374 0.752 0.175
H 0.295 1.317 1.260 0.197
H 4.074 1.721 1.516 0.174
H 3.252 0.423 2.459 0.177
H 3.709 1.957 3.203 0.184
H -0.012 3.373 0.567 0.351
H 1.456 3.897 0.719 0.342
C 0.928 -2.601 2.534 -0.636
C 0.223 -1.843 3.651 -0.053
C 1.038 -1.222 4.872 -0.058
O 2.012 -2.111 5.460 -0.547
C 2.709 -1.543 6.497 -0.234
N -0.551 -0.906 2.990 -0.839
H 1.616 -3.403 2.802 0.201
H 1.532 -1.871 1.995 0.186
H 0.310 -2.905 1.689 0.237
H -0.468 -2.557 4.100 0.169
H 0.447 -0.727 5.642 0.177
H 1.562 -0.402 4.380 0.145
H 2.018 -1.263 7.293 0.153
H 3.078 -0.620 6.049 0.156
H 3.541 -2.123 6.897 0.186
H -0.926 -1.341 2.159 0.402
H 0.106 -0.189 2.719 0.334
O -4.082 1.566 -0.381 -0.973
H -3.429 0.981 0.004 0.475
H -4.219 1.224 -1.265 0.487
O 0.109 -4.140 -2.866 -0.958
H -0.398 -3.681 -3.535 0.465
H 0.265 -3.482 -2.189 0.491
O -4.458 -3.200 0.337 -0.953
H -3.678 -2.702 0.091 0.493
H -4.241 -4.107 0.124 0.457
```

## Properties
highest occupied orbital energy	-6.30	eV
LUMO level	2.6	eV
M	408.26	g mol⁻¹
HOMO-LUMO gap	8.89	eV
total charge	-1

***

2.
The following is a DFT calculation (ωB97M-V/def2-TZVPD) of a structure of composition C12H39NO11P4Si2.

XYZ file:
```
69
Properties=species:S:1:pos:R:3:nbo_charge:R:1
C 8.080 0.906 4.256 -0.619
C 7.100 -0.189 3.813 -0.389
C 5.732 0.354 3.348 -0.377
C 5.000 1.191 4.428 -0.946
Si 4.290 2.725 3.606 1.862
O 3.715 2.267 2.120 -1.091
O 3.114 3.465 4.517 -1.235
Si 1.696 2.646 4.852 1.077
P 0.201 2.446 3.174 0.757
N 0.167 0.709 2.840 -1.143
O 0.710 3.244 1.826 -0.956
P 5.986 4.184 3.471 0.234
C 5.348 5.771 4.179 -0.899
C 6.422 4.460 1.693 -0.911
H 7.941 1.112 5.317 0.203
H 9.093 0.513 4.154 0.208
H 7.974 1.808 3.657 0.213
H 7.533 -0.648 2.918 0.192
H 6.980 -0.983 4.552 0.196
H 5.951 0.927 2.440 0.173
H 5.143 -0.514 3.049 0.214
H 5.715 1.487 5.195 0.242
H 4.224 0.559 4.865 0.242
H 4.392 2.294 1.438 0.499
H 0.996 3.427 5.889 -0.182
H 1.941 1.293 5.410 -0.195
H -0.416 0.343 3.587 0.374
H -0.345 0.596 1.968 0.386
H 0.092 3.041 1.114 0.493
H 4.277 5.921 4.033 0.229
H 5.532 5.763 5.250 0.237
H 5.861 6.597 3.688 0.229
H 7.072 5.334 1.631 0.236
H 5.538 4.661 1.085 0.217
H 6.983 3.607 1.317 0.232
C -3.107 -2.353 2.561 -0.263
O -3.890 -2.631 1.389 -0.705
P -3.114 -2.402 -0.073 2.401
O -2.674 -1.002 0.258 -1.066
O -4.549 -2.496 -0.824 -0.827
C -5.583 -1.583 -0.460 -0.253
O -2.350 -2.530 -1.524 -0.785
C -2.795 -1.664 -2.565 -0.236
H -3.571 -2.857 3.406 0.191
H -2.085 -2.704 2.442 0.188
H -3.108 -1.280 2.743 0.202
H -5.173 -0.668 -0.031 0.198
H -6.263 -2.049 0.252 0.185
H -6.133 -1.338 -1.368 0.188
H -2.980 -0.657 -2.191 0.194
H -3.694 -2.057 -3.036 0.193
H -2.003 -1.623 -3.311 0.194
C -7.505 -4.943 -6.164 -0.258
O -6.193 -4.453 -6.500 -0.749
P -5.952 -2.848 -6.473 2.512
O -7.028 -2.287 -7.321 -1.103
O -4.536 -3.000 -7.238 -0.839
C -4.538 -3.376 -8.613 -0.254
O -5.444 -1.618 -5.562 -0.810
C -4.799 -0.529 -6.219 -0.236
H -7.400 -5.979 -5.850 0.194
H -7.955 -4.371 -5.356 0.187
H -8.143 -4.895 -7.044 0.203
H -5.478 -3.110 -9.098 0.202
H -4.368 -4.449 -8.707 0.181
H -3.722 -2.844 -9.099 0.186
H -5.304 -0.280 -7.152 0.202
H -3.753 -0.764 -6.408 0.191
H -4.849 0.323 -5.543 0.193
```

## Properties
highest occupied orbital energy	-7.28	eV
LUMO level	-2.0	eV
M	553.51	g mol⁻¹
HOMO-LUMO gap	5.31	eV
total charge	0

***

3.
The following is a DFT calculation (ωB97M-V/def2-TZVPD) of a cluster of 9 separate species, C12H40ClO18 in total.

XYZ file:
```
71
Properties=species:S:1:pos:R:3:lowdin_charge:R:1
Cl 0.705 -0.610 0.185 0.738
O 0.211 0.764 0.379 -0.366
O 0.600 -1.057 -1.217 -0.320
O 2.072 -0.566 0.642 -0.334
O -0.052 -1.490 1.034 -0.328
C -1.972 -2.888 -1.499 -0.217
C -1.822 -3.466 -2.913 -0.261
O -0.573 -3.115 -3.398 -0.083
O -1.059 -3.637 -0.695 -0.073
H -2.942 -3.033 -0.970 0.132
H -1.717 -1.800 -1.583 0.088
H -2.547 -2.955 -3.621 0.137
H -1.915 -4.544 -2.937 0.116
H -0.016 -3.451 -2.686 0.098
H -0.470 -3.139 -0.156 0.023
C -3.015 0.822 -1.864 -0.246
C -2.345 0.338 -3.091 -0.267
O -1.107 1.003 -3.210 -0.057
O -2.350 0.343 -0.743 -0.106
H -4.067 0.412 -1.927 0.150
H -2.941 1.900 -1.853 0.126
H -3.070 0.592 -3.886 0.123
H -2.179 -0.683 -3.183 0.074
H -0.568 0.514 -3.865 0.075
H -1.486 0.825 -0.634 0.085
C -2.736 0.539 3.007 -0.239
C -3.460 -0.586 2.323 -0.229
O -4.254 -0.073 1.247 -0.067
O -3.578 1.226 3.924 -0.064
H -2.406 1.173 2.183 0.113
H -1.827 0.282 3.574 0.119
H -4.174 -0.996 2.990 0.101
H -2.746 -1.363 1.947 0.127
H -3.624 0.136 0.602 -0.011
H -4.206 1.802 3.505 0.071
C 3.589 2.027 2.537 -0.233
C 2.477 3.084 2.360 -0.205
O 1.751 2.867 1.139 -0.087
O 3.073 0.808 2.977 -0.095
H 4.288 2.425 3.317 0.129
H 4.159 1.923 1.619 0.121
H 2.934 4.029 2.339 0.093
H 1.823 3.116 3.206 0.111
H 1.215 2.070 1.213 0.029
H 2.692 0.234 2.267 0.070
C 2.129 4.505 -2.159 -0.218
C 1.749 3.226 -2.881 -0.208
O 2.761 2.562 -3.708 -0.079
O 3.257 4.317 -1.228 -0.127
H 1.284 4.814 -1.528 0.119
H 2.574 5.331 -2.765 0.124
H 0.852 3.500 -3.527 0.138
H 1.561 2.535 -2.111 0.093
H 3.534 3.122 -3.706 0.066
H 2.905 3.793 -0.453 0.067
C 0.756 -2.433 4.495 -0.311
C 1.226 -1.127 5.079 -0.239
O 2.651 -1.109 5.237 -0.108
O 0.978 -3.629 5.125 -0.061
H 1.126 -2.592 3.467 0.121
H -0.337 -2.319 4.415 0.122
H 0.793 -0.931 6.097 0.132
H 0.993 -0.380 4.331 0.101
H 3.012 -0.457 4.563 0.074
H 1.944 -3.777 5.228 0.106
O 1.408 -0.500 -4.328 -0.081
H 1.339 -0.944 -3.463 0.016
H 2.026 0.282 -4.278 0.050
O -0.202 -4.891 -5.535 -0.017
H -0.386 -4.289 -6.205 -0.002
H -0.296 -4.409 -4.747 -0.043
```

## Properties
highest occupied orbital energy	-7.44	eV
LUMO level	2.6	eV
M	507.89	g mol⁻¹
HOMO-LUMO gap	10.06	eV
total charge	-1